This record from the OMol25 dataset describes a cluster of 2 separate species, C4H8O3 in total. The level of theory is ωB97M-V/def2-TZVPD.

- Net charge: 0
- SMILES string: C[C@@H](O)C=O.C=O
- Energy: -382.87300 Ha
- LUMO energy: 0.8 eV
- Relative energy (zero: lowest compared OMol25 entry of this formula, charge and spin): 241.1 kJ/mol

```
15
C4H8O3 ωB97M-V/def2-TZVPD
C 0.37209 -1.15027 -0.95410
C 1.00896 -0.60248 0.32927
O 2.33174 -1.04854 0.48839
C 0.97105 0.94989 0.20690
O 0.31652 1.69363 0.87839
H 0.85884 -0.73353 -1.83573
H 0.47562 -2.23263 -0.98647
H -0.68975 -0.92244 -0.97705
H 0.46065 -0.97162 1.20052
H 2.84495 -0.77566 -0.28358
H 1.81631 1.35534 -0.38360
C -2.67840 1.09157 0.59279
O -2.49976 0.38694 -0.36953
H -3.69406 1.40062 0.89027
H -1.89475 1.55918 1.20351
```

---

This record from the OMol25 dataset describes the molecule C4H8O3. The level of theory is ωB97M-V/def2-TZVPD.

- Net charge: 0
- SMILES string: COC(=O)[C@@H](C)O
- Energy: -382.93691 Ha
- LUMO energy: 0.8 eV
- Relative energy (zero: lowest compared OMol25 entry of this formula, charge and spin): 73.3 kJ/mol

```
15
C4H8O3 ωB97M-V/def2-TZVPD
C 2.40718 -0.07765 0.30045
O 1.06286 0.35367 0.53619
C 0.14580 -0.53868 0.18374
O 0.39352 -1.64353 -0.25183
C -1.26872 -0.00087 0.23663
C -1.41735 1.02765 -0.87857
O -2.12766 -1.09539 0.07344
H 2.60044 -1.00920 0.84392
H 3.03602 0.73482 0.66443
H 2.55865 -0.24574 -0.77397
H -1.47087 0.46968 1.20979
H -0.78629 1.89944 -0.68038
H -2.46215 1.33977 -0.96248
H -1.09970 0.58712 -1.83154
H -1.56318 -1.81100 -0.24709
```

---

This record from the OMol25 dataset describes the molecule C4H8O3. The level of theory is ωB97M-V/def2-TZVPD.

- Net charge: 0
- SMILES string: COC(=O)CCO
- Energy: -382.93235 Ha
- LUMO energy: 0.9 eV
- Relative energy (zero: lowest compared OMol25 entry of this formula, charge and spin): 85.2 kJ/mol

```
15
C4H8O3 ωB97M-V/def2-TZVPD
C -2.85660 0.11106 -0.20530
O -1.64124 -0.03780 0.53181
C -0.53244 -0.10562 -0.22222
O -0.54836 -0.03911 -1.43038
C 0.71120 -0.28348 0.61296
C 1.95188 0.14482 -0.15197
O 3.06596 -0.12379 0.67668
H -3.05752 -0.78498 -0.79960
H -3.63932 0.25910 0.53925
H -2.79422 0.97131 -0.87656
H 0.61973 0.27128 1.55111
H 0.80072 -1.34348 0.88213
H 2.00068 -0.40428 -1.10215
H 1.88032 1.21602 -0.39420
H 3.85524 0.20338 0.22992
```

---

This record from the OMol25 dataset describes the molecule C4H8O3. The level of theory is ωB97M-V/def2-TZVPD.

- Net charge: 0
- SMILES string: O=C(CO)CCO
- Energy: -382.89810 Ha
- LUMO energy: 0.7 eV
- Relative energy (zero: lowest compared OMol25 entry of this formula, charge and spin): 175.2 kJ/mol

```
15
C4H8O3 ωB97M-V/def2-TZVPD
O 0.80237 1.60795 0.13991
C 0.22489 0.61095 0.55646
C -1.08441 0.85089 1.22684
O -1.28634 2.20716 1.35638
C 0.73238 -0.77900 0.28705
C 0.76891 -1.09034 -1.20549
O -0.56491 -1.10231 -1.63257
H -1.64913 0.34575 0.39221
H -1.25356 0.24449 2.12318
H -0.40945 2.52611 0.78383
H 1.74901 -0.83795 0.68162
H 0.11035 -1.51913 0.80481
H 1.41524 -0.36539 -1.71777
H 1.16836 -2.09607 -1.36613
H -0.72369 -0.60311 -2.43033
```

---

This record from the OMol25 dataset describes a cluster of 3 separate species, C4H8O3 in total. The level of theory is ωB97M-V/def2-TZVPD.

- Net charge: 0
- Energy: -382.79531 Ha
- LUMO energy: -0.3 eV
- Relative energy (zero: lowest compared OMol25 entry of this formula, charge and spin): 445.1 kJ/mol

```
15
C4H8O3 ωB97M-V/def2-TZVPD
C 1.00391 -2.59144 0.33535
C -0.03392 0.21931 1.09211
O -0.24526 1.36747 1.51310
C -0.31234 -0.28740 -0.19734
O -0.71004 1.37218 -1.59185
C -1.05580 2.53170 -1.38218
O -1.10371 3.11087 -0.22256
H 1.85946 -1.91334 0.27062
H 1.08338 -3.35829 -0.43488
H 0.95826 -3.03429 1.33146
H 0.26464 -0.55461 1.83708
H -0.77888 2.44751 0.47795
H 0.04410 -2.08053 0.16602
H 0.39483 -0.43310 -0.99829
H -1.36862 3.20395 -2.19659
```

---

This record from the OMol25 dataset describes the molecule C4H8O3. The level of theory is ωB97M-V/def2-TZVPD.

- Net charge: 0
- SMILES string: C[C@@H](O)[C@@H](O)C=O
- Energy: -382.90775 Ha
- LUMO energy: 0.7 eV
- Relative energy (zero: lowest compared OMol25 entry of this formula, charge and spin): 149.8 kJ/mol

```
15
C4H8O3 ωB97M-V/def2-TZVPD
C -0.60700 0.56462 -1.46715
C -0.80795 -0.43611 -0.33458
O -0.47283 -1.70380 -0.83135
C 0.02167 -0.12926 0.97341
O 0.74268 -1.26339 1.37906
C 0.97465 1.04363 0.86552
O 2.15524 0.91357 1.10026
H -1.25730 0.28584 -2.30097
H -0.85181 1.59241 -1.17749
H 0.42881 0.52446 -1.82272
H -1.86907 -0.42130 -0.04203
H 0.01332 -2.15598 -0.12264
H -0.69228 0.14322 1.76583
H 1.67758 -0.98513 1.40837
H 0.54428 2.02723 0.60649
```

---

This record from the OMol25 dataset describes the molecule C4H8O3. The level of theory is ωB97M-V/def2-TZVPD.

- Net charge: 0
- SMILES string: CC(=O)CC(O)O
- Energy: -382.83758 Ha
- LUMO energy: 0.5 eV
- Relative energy (zero: lowest compared OMol25 entry of this formula, charge and spin): 334.1 kJ/mol

```
15
C4H8O3 ωB97M-V/def2-TZVPD
C 1.43794 0.85656 -1.18670
C 0.48383 -0.29774 -1.31635
O 0.52952 -1.06486 -2.23598
C -0.97642 -0.41397 -0.25912
C -0.26603 -0.45245 0.98714
O 0.06591 0.75953 1.52001
O -1.76371 -1.04617 1.69458
H 2.45660 0.47884 -1.08860
H 1.36380 1.45596 -2.09610
H 1.18064 1.56201 -0.40070
H -1.39831 -1.35452 -0.59248
H -1.55508 0.48222 -0.45724
H 0.41236 -1.28118 1.18661
H 0.42045 0.64045 2.40886
H -2.39150 -0.32468 1.83605
```

---

This record from the OMol25 dataset describes a cluster of 2 separate species, C4H8O3 in total. The level of theory is ωB97M-V/def2-TZVPD.

- Net charge: 0
- SMILES string: O=CCO.CC=O
- Energy: -382.87011 Ha
- LUMO energy: 0.7 eV
- Relative energy (zero: lowest compared OMol25 entry of this formula, charge and spin): 248.6 kJ/mol

```
15
C4H8O3 ωB97M-V/def2-TZVPD
O -2.14944 0.53888 0.82757
C -1.07302 0.00962 0.72270
C -0.85160 -1.45602 0.41288
O -0.99237 -2.08502 1.67672
H -0.12926 0.53418 1.01189
H -1.55505 -1.83119 -0.34102
H 0.17290 -1.63800 0.07178
H -1.87490 -1.84592 1.99405
C 1.84795 1.01189 -0.85091
C 0.36483 1.23824 -0.94065
O -0.37251 0.49355 -1.55206
H 2.07725 -0.05826 -0.80925
H 2.25662 1.41057 -1.78607
H 2.31233 1.53672 -0.01073
H -0.03373 2.14076 -0.42692
```

---

It is found that the HOMO-LUMO gap values, taken in the order of the records, are 10.6, 11.3, 11.3, 10.8, 9.1, 10.9, 9.1, 10.5 eV.